# 1
17
Properties=species:S:1:pos:R:3:forces:R:3:nbo_charge:R:1 method="wB97M-V/def2-TZVPD" homo_lumo_gap_ev="6.85 / 7.29" largest_force_ev_per_a=4.9 total_charge=+1 e_above_lowest_ev=4.3931 total_energy_ev=-7861.9551
C -0.653 1.204 0.208 -0.367 -0.272 0.683 0.0589
C 0.545 0.361 0.224 -0.572 0.986 0.042 -0.2020
C 1.856 0.686 -0.036 -1.330 -4.657 0.312 0.0466
C -0.277 -0.777 0.614 -0.572 -0.408 -0.738 -0.0015
C 2.836 -0.447 -0.105 -1.244 0.122 0.244 -0.6582
C -2.424 -0.229 -0.549 -3.334 -0.282 -1.857 -0.4453
N -1.545 0.042 0.516 3.491 1.337 -0.504 -0.4160
H -1.081 2.178 0.052 0.405 0.217 -0.077 0.2386
H 2.259 1.606 -0.186 0.351 2.906 -0.469 0.2235
H -0.485 -1.867 0.538 1.115 0.877 0.085 0.2454
H 3.606 -0.154 0.594 0.633 -0.481 0.167 0.2537
H 3.261 -0.535 -1.117 -0.053 -0.035 0.357 0.2623
H 2.289 -1.370 0.203 0.958 0.463 -0.296 0.2208
H -1.856 -0.105 -1.529 -1.126 -0.753 1.213 0.2550
H -2.937 -1.194 -0.264 0.806 0.502 -1.247 0.2411
H -3.325 0.501 -0.494 1.731 -0.792 -0.319 0.2454
H -2.069 0.101 1.331 -0.893 0.269 2.403 0.4315

# 2
42
Properties=species:S:1:pos:R:3:forces:R:3:nbo_charge:R:1 method="wB97M-V/def2-TZVPD" homo_lumo_gap_ev=8.40 largest_force_ev_per_a=1.4 total_charge=+1 total_energy_ev=-35142.5953
C -4.523 2.259 -0.801 0.413 -0.486 -0.299 -0.6385
C -3.538 2.126 -1.973 -0.629 0.415 0.676 0.0736
O -3.905 3.038 -2.989 0.285 0.082 -0.252 -0.7177
C -2.158 2.554 -1.521 -0.023 -0.353 -0.655 -0.0797
O -1.586 1.515 -0.693 -0.358 0.594 -0.090 -0.4514
C -0.860 1.877 0.345 0.276 -0.425 -0.048 0.4638
N -0.621 3.157 0.778 -0.582 1.160 -0.540 -0.4914
C 0.195 3.166 1.819 0.206 -0.475 0.030 0.2242
N 0.489 1.904 2.048 0.415 -0.014 0.710 -0.4274
C -0.148 1.066 1.175 0.006 -0.744 -0.240 0.0891
C 0.080 -0.405 1.284 -0.495 0.278 0.428 -0.4706
C -0.980 -1.368 0.769 0.659 -0.579 0.136 -0.2877
C -0.639 -2.752 1.335 -0.602 0.392 0.178 -0.6379
I -2.956 -0.903 1.465 0.075 0.227 -0.292 0.0955
H -4.977 3.237 -0.833 -0.249 0.244 -0.150 0.2313
H -5.266 1.474 -0.861 -0.343 0.043 0.159 0.2284
H -4.010 2.178 0.149 0.107 -0.284 0.341 0.2009
H -3.523 1.112 -2.357 0.216 -0.257 0.002 0.1848
H -4.423 2.577 -3.650 -0.115 0.024 -0.168 0.4887
H -1.522 2.705 -2.387 0.241 0.007 -0.044 0.2134
H -2.296 3.498 -1.005 0.139 0.161 0.285 0.1645
H -0.997 4.009 0.394 -0.097 -0.073 -0.153 0.4521
H 0.554 4.024 2.335 0.122 0.329 0.236 0.2522
H 1.108 1.568 2.768 0.021 0.077 0.142 0.4526
H 1.042 -0.658 0.852 0.184 -0.152 -0.272 0.2466
H 0.177 -0.626 2.346 0.123 0.038 0.242 0.2340
H -0.942 -1.431 -0.311 -0.483 0.351 -0.240 0.2257
H -1.147 -3.524 0.775 0.125 -0.265 -0.210 0.2313
H 0.432 -2.903 1.401 0.210 -0.170 -0.231 0.2251
H -1.045 -2.794 2.338 0.175 -0.183 0.359 0.2211
C 4.782 -1.565 -0.951 -0.016 0.065 0.042 -0.2102
C 4.254 -1.403 0.259 -0.016 0.012 -0.028 -0.2467
C 3.428 -2.464 0.887 0.098 -0.095 0.009 0.4804
O 2.941 -2.312 1.990 -0.127 0.138 -0.054 -0.5226
C 3.216 -3.714 0.119 -0.013 -0.014 -0.018 -0.2418
C 3.743 -3.879 -1.092 -0.043 -0.010 0.041 -0.2123
C 4.569 -2.817 -1.724 0.017 -0.039 -0.008 0.4676
O 5.048 -2.963 -2.823 -0.003 0.018 -0.035 -0.4553
H 5.388 -0.805 -1.428 0.017 -0.031 -0.030 0.2395
H 4.401 -0.501 0.840 0.017 -0.024 0.037 0.2254
H 2.614 -4.476 0.598 0.016 0.008 0.034 0.2364
H 3.600 -4.783 -1.669 0.029 0.010 -0.026 0.2428

# 3
16
Properties=species:S:1:pos:R:3:forces:R:3:lowdin_charge:R:1 method="wB97M-V/def2-TZVPD" homo_lumo_gap_ev=9.66 largest_force_ev_per_a=3.8 e_above_lowest_ev=0.6312 total_energy_ev=-27261.8524
Rb -0.145 -1.696 -1.529 0.560 -0.230 0.285 1.0753
B 2.826 -2.718 -1.341 2.006 -1.454 1.503 -1.4816
F 4.189 -3.053 -1.249 -0.456 -0.570 -0.077 0.1077
F 2.106 -3.383 -2.278 -1.022 -1.597 -1.904 0.0932
F 2.161 -2.957 -0.129 -0.411 0.081 0.916 0.0571
F 2.769 -1.426 -1.658 -0.614 3.751 -0.555 0.1236
C -2.736 1.352 1.369 0.858 -0.592 0.370 -0.2315
S -0.917 0.957 1.595 0.079 0.674 -1.436 0.8799
O -0.629 -0.398 0.994 -0.682 0.841 0.196 -0.6723
C -0.272 2.126 0.306 0.819 -0.314 -0.877 -0.2497
H -2.940 2.422 1.400 0.287 -0.037 0.202 0.0550
H -3.150 0.838 2.236 -0.381 0.166 -0.144 0.0383
H -3.145 0.937 0.448 0.313 -0.126 -0.021 0.0534
H 0.104 3.131 0.498 -0.978 0.238 0.936 0.0559
H -0.898 2.124 -0.586 -0.443 0.103 0.256 0.0489
H 0.675 1.744 -0.074 0.064 -0.935 0.351 0.0468